Here is C32H91F6NO20S2V as an isolated structure from OMol25. Energies are from ωB97M-V with the def2-TZVPD basis set.

Output
**F_max**: 3.62 eV Å⁻¹
**Highest occupied orbital energy (alpha / beta)**: -0.278 / -0.339 hartree
**DFT total energy**: -140759.5900 eV
**Frontier orbital gap (alpha / beta)**: 0.272 / 0.332 Eh
**⟨S²⟩**: 3.755

The geometry in ORCA input format:
```
! wB97M-V def2-TZVPD RIJCOSX def2/J DEFGRID3
* xyz 0 4
V 2.95 -0.64 -1.37
C 0.21 -2.07 1.59
F 0.97 -3.11 1.33
F -0.80 -2.05 0.73
F -0.28 -2.14 2.80
S 1.25 -0.50 1.41
O 0.68 0.48 2.29
O 2.61 -0.85 1.75
N 1.25 -0.16 -0.28
S 0.19 1.02 -0.37
O -1.08 0.77 0.26
O 0.73 2.35 -0.16
C -0.15 0.94 -2.22
F -1.02 -0.01 -2.54
F -0.63 2.11 -2.62
F 0.99 0.70 -2.89
O 4.44 -1.78 -0.63
H 4.51 -2.16 0.24
C -3.74 -2.36 -0.61
C -3.54 -3.84 -0.64
O -3.88 -4.36 -1.94
H -4.79 -2.12 -0.78
H -3.10 -1.82 -1.31
H -3.51 -1.89 0.35
H -4.14 -4.32 0.14
H -2.49 -4.10 -0.44
H -4.00 -5.31 -1.85
C 0.11 1.22 -6.63
C 1.49 1.68 -6.15
O 2.37 0.52 -6.03
H -0.48 2.12 -6.82
H -0.33 0.68 -5.79
H 0.16 0.59 -7.50
H 1.45 2.10 -5.14
H 2.00 2.37 -6.82
H 3.06 0.60 -6.69
C 5.26 1.57 -4.09
C 5.03 0.14 -3.60
O 3.61 -0.10 -3.47
H 6.31 1.85 -4.01
H 4.70 2.25 -3.44
H 4.86 1.75 -5.09
H 5.51 0.05 -2.62
H 5.45 -0.61 -4.26
H 3.19 0.07 -4.32
C 1.70 3.49 4.29
C 0.79 3.92 3.15
O -0.37 4.56 3.65
H 1.17 2.78 4.93
H 2.00 4.30 4.95
H 2.59 2.97 3.93
H 0.57 3.06 2.51
H 1.35 4.60 2.50
H -0.99 4.65 2.92
C 1.96 -4.39 -1.63
C 1.10 -3.19 -2.02
O 1.86 -2.14 -2.63
H 1.29 -5.20 -1.33
H 2.60 -4.16 -0.78
H 2.57 -4.72 -2.47
H 0.58 -2.76 -1.16
H 0.32 -3.54 -2.70
H 1.95 -2.31 -3.57
C -1.49 4.73 -5.13
C -2.44 3.54 -5.13
O -3.01 3.47 -6.43
H -0.99 4.79 -4.16
H -1.97 5.67 -5.35
H -0.69 4.55 -5.86
H -3.26 3.76 -4.44
H -1.91 2.64 -4.79
H -3.48 2.64 -6.58
C -3.14 0.74 2.97
C -2.35 2.04 3.02
O -3.21 3.10 2.61
H -2.50 -0.09 3.29
H -3.36 0.50 1.92
H -4.05 0.77 3.55
H -1.47 1.96 2.39
H -1.99 2.21 4.04
H -2.74 3.64 1.97
C -4.08 1.18 -1.34
C -4.98 0.86 -2.52
O -6.26 1.41 -2.19
H -4.50 0.79 -0.41
H -3.95 2.25 -1.17
H -3.12 0.66 -1.45
H -5.07 -0.22 -2.67
H -4.57 1.36 -3.40
H -6.80 1.54 -2.97
C -2.67 -2.06 7.57
C -2.28 -1.34 6.30
O -1.71 -2.24 5.33
H -1.77 -2.52 8.00
H -3.41 -2.85 7.44
H -2.99 -1.33 8.31
H -1.60 -0.50 6.46
H -3.18 -0.90 5.84
H -2.40 -2.63 4.79
C -1.38 -5.76 3.19
C -0.94 -6.11 1.78
O -1.54 -7.36 1.43
H -0.94 -6.54 3.82
H -2.46 -5.89 3.34
H -1.00 -4.81 3.54
H 0.15 -6.24 1.78
H -1.16 -5.31 1.07
H -1.32 -7.56 0.52
C 3.88 2.56 1.35
C 4.51 1.59 0.37
O 3.71 1.46 -0.83
H 3.74 3.56 0.94
H 4.57 2.70 2.18
H 2.98 2.15 1.80
H 4.55 0.58 0.79
H 5.54 1.85 0.09
H 3.45 2.34 -1.12
C -1.36 5.15 -1.11
C -2.47 5.13 -0.07
O -1.96 5.43 1.24
H -0.64 4.35 -0.93
H -0.88 6.13 -1.14
H -1.81 4.98 -2.09
H -3.01 4.18 -0.04
H -3.17 5.93 -0.32
H -2.09 6.37 1.40
C -1.97 -2.56 -5.77
C -2.09 -2.58 -4.25
O -3.42 -2.28 -3.88
H -2.21 -1.58 -6.18
H -2.66 -3.29 -6.20
H -0.96 -2.83 -6.09
H -1.31 -1.95 -3.81
H -1.84 -3.60 -3.93
H -3.59 -2.87 -3.13
C 5.28 -1.22 3.48
C 5.33 0.06 4.31
O 5.03 -0.27 5.66
H 5.66 -1.04 2.47
H 4.24 -1.54 3.44
H 5.94 -1.99 3.88
H 4.60 0.79 3.94
H 6.32 0.52 4.17
H 4.99 0.54 6.18
C 1.41 -0.30 5.31
C 1.79 -1.78 5.32
O 0.93 -2.50 6.18
H 1.51 0.17 6.29
H 0.38 -0.23 4.96
H 2.07 0.33 4.70
H 2.82 -1.89 5.67
H 1.81 -2.14 4.29
H 0.02 -2.52 5.82
*
```

Here are the Löwdin charges for atoms 1 to 8, given in e: 0.853, -0.683, 0.162, 0.132, 0.177, 0.681, -0.272, -0.285